1.
63
Properties=species:S:1:pos:R:3:forces:R:3 method="wB97M-V/def2-TZVPD" total_charge=0 multiplicity=1 e_homo_ha=-0.303 gap_ha=0.317
C 1.7324 3.1432 0.5682 -0.5 -0.1 0.0
C 0.2944 3.6226 0.5839 0.3 0.5 0.1
O -0.5642 2.4925 0.4472 -0.1 -0.3 0.0
C -1.8731 2.7726 0.3218 -0.3 0.5 0.1
O -2.2958 3.9096 0.3650 0.1 0.0 0.0
C -2.6846 1.5711 0.1346 -0.2 -0.4 0.0
C -4.0232 1.6586 -0.0518 0.6 0.2 0.2
C -4.7939 2.9344 -0.0809 -0.1 0.1 -0.1
N -4.7704 0.5185 -0.1955 -0.4 0.0 -0.1
C -4.2703 -0.7441 -0.0280 0.5 -0.4 0.2
C -5.2821 -1.8387 -0.0370 -0.1 -0.1 -0.1
C -2.9402 -0.9252 0.1585 -0.1 0.5 0.0
C -2.3849 -2.2613 0.3301 -0.3 -0.3 0.1
O -3.0237 -3.2848 0.4543 0.1 0.0 0.0
O -1.0307 -2.2524 0.3390 -0.1 0.4 -0.1
C -0.4035 -3.5260 0.4639 0.1 -0.6 0.0
C -0.2802 -4.2242 -0.8837 -0.1 0.3 0.3
C -1.9715 0.2352 0.0636 0.0 0.0 -0.2
C -1.2696 0.1531 -1.2920 -0.2 -0.1 0.1
O -1.8428 0.0322 -2.3431 0.0 0.0 0.0
O 0.0529 0.2317 -1.1696 0.6 0.1 0.2
C 0.8030 0.1924 -2.3803 -0.1 0.1 -0.6
C 2.2772 0.5224 -2.1364 -0.5 -0.1 -0.1
O 2.7998 1.4348 -2.7512 -0.1 0.3 -0.2
N 2.9598 -0.2656 -1.2884 0.4 -0.2 0.2
C 2.4203 -1.2961 -0.4333 -0.3 -0.1 0.3
C 2.5473 -0.8687 1.0300 0.2 -0.3 -0.2
C 4.0082 -0.5860 1.3853 -0.2 0.3 0.2
C 4.1413 -0.1139 2.8298 0.0 -0.2 -0.3
C 4.5668 0.4551 0.4133 0.0 -0.4 -0.1
C 4.3608 0.0087 -1.0326 0.3 0.4 0.0
H 1.9008 2.4541 1.3922 0.1 -0.1 0.1
H 1.9460 2.6381 -0.3700 0.1 0.0 -0.1
H 2.4006 3.9935 0.6730 0.1 0.1 0.0
H 0.0990 4.3175 -0.2405 0.0 -0.1 0.2
H 0.0539 4.1376 1.5221 0.0 0.0 -0.2
H -5.8506 2.7494 -0.2630 -0.1 0.0 0.0
H -4.4015 3.5908 -0.8543 -0.1 0.0 0.0
H -4.6758 3.4682 0.8597 0.0 0.0 0.0
H -5.7618 0.6192 -0.3570 0.2 0.0 0.1
H -4.9907 -2.6134 -0.7421 -0.1 0.0 0.0
H -5.3283 -2.3155 0.9402 0.0 0.0 0.0
H -6.2671 -1.4588 -0.3001 -0.1 0.1 0.0
H 0.5790 -3.3244 0.8954 -0.1 0.0 0.0
H -0.9922 -4.1440 1.1502 0.2 0.1 -0.1
H -1.2702 -4.4285 -1.2831 0.0 -0.1 -0.1
H 0.2515 -5.1635 -0.7615 0.1 -0.1 0.0
H 0.2609 -3.5987 -1.5899 0.1 0.0 -0.1
H -1.2018 0.1698 0.8376 -0.1 0.0 -0.1
H 0.7069 -0.7977 -2.8448 0.0 0.1 0.1
H 0.4069 0.9342 -3.0818 0.2 -0.2 0.1
H 1.3766 -1.4834 -0.6670 0.1 -0.1 -0.1
H 2.9966 -2.2156 -0.6013 -0.1 0.0 0.0
H 2.1496 -1.6537 1.6752 -0.1 0.0 0.1
H 1.9463 0.0293 1.1801 -0.1 0.1 0.0
H 4.5796 -1.5149 1.2674 0.0 0.0 0.0
H 3.7552 -0.8647 3.5154 0.0 0.0 0.1
H 3.5843 0.8079 2.9822 -0.1 0.1 0.0
H 5.1839 0.0725 3.0759 0.1 0.0 0.1
H 5.6322 0.6064 0.5937 0.0 0.1 0.0
H 4.0579 1.4074 0.5677 0.0 0.1 0.0
H 4.6802 0.7853 -1.7288 0.0 -0.2 0.1
H 4.9324 -0.9060 -1.2276 0.0 0.0 0.0

=====

2.
61
Properties=species:S:1:pos:R:3:forces:R:3 method="wB97M-V/def2-TZVPD" total_charge=0 multiplicity=1 e_homo_ha=-0.286 gap_ha=0.307
C 1.9105 3.3335 -0.6090 0.2 0.0 0.2
C 1.2666 2.5821 0.5279 0.4 0.1 -0.1
O 1.8992 2.2683 1.5212 -0.1 0.1 0.0
C -0.1542 2.2353 0.3873 -0.5 -0.2 0.2
C -0.7914 1.5784 1.4427 0.2 0.1 -0.2
C -2.1088 1.1947 1.3685 -0.2 -0.1 0.1
C -2.8664 1.4364 0.2143 0.2 0.3 0.0
N -4.2012 1.0622 0.0893 -0.3 0.3 0.1
C -4.6413 0.6517 -1.2314 0.1 0.0 -0.1
C -3.8726 -0.6349 -1.6266 0.0 0.0 -0.2
N -3.4331 -1.2963 -0.4168 -0.4 -0.1 0.1
C -2.1574 -1.6341 -0.0907 0.1 -0.1 -0.4
O -1.9009 -2.1049 1.0029 0.1 -0.1 0.3
C -1.1081 -1.4330 -1.1630 0.2 -0.2 0.4
C 0.2455 -2.0748 -0.8122 -0.5 -0.2 -0.3
N 1.2456 -1.1504 -0.3249 0.5 0.3 0.0
C 1.8826 -0.3535 -1.2042 -0.1 0.1 -0.1
S 1.2497 0.0527 -2.6901 -0.1 0.2 -0.9
N 3.0633 0.1861 -0.8310 0.0 0.1 0.2
C 4.0261 -0.4297 0.0772 0.4 -0.2 0.3
C 5.1588 -1.0479 -0.7533 -0.2 0.1 0.1
C 4.5884 0.6620 0.9890 -0.2 -0.2 0.0
C 3.3039 -1.5164 0.8828 -0.2 0.3 -0.1
C 1.8169 -1.1709 1.0205 0.4 -0.2 0.5
C 1.1205 -2.1110 1.9897 0.0 0.2 -0.2
C -4.4481 -1.3218 0.6182 0.1 -0.2 0.2
C -4.7759 0.1357 1.0454 0.0 -0.1 0.1
C -2.2305 2.1280 -0.8292 -0.2 -0.1 -0.1
C -0.9132 2.5159 -0.7487 0.2 -0.1 0.2
H 2.9574 3.5133 -0.3780 0.0 0.0 0.0
H 1.8316 2.7505 -1.5246 -0.1 -0.1 -0.2
H 1.4062 4.2853 -0.7614 -0.1 0.1 -0.1
H -0.2189 1.3627 2.3325 0.1 0.0 0.1
H -2.5250 0.6723 2.2134 -0.1 -0.1 0.0
H -4.4864 1.4369 -1.9679 -0.1 -0.1 0.0
H -5.7155 0.4629 -1.1748 0.1 0.0 0.0
H -4.5233 -1.3093 -2.1970 0.1 0.1 -0.1
H -3.0149 -0.3746 -2.2418 0.0 -0.1 0.0
H -0.9611 -0.3623 -1.3193 -0.1 -0.1 -0.1
H -1.4626 -1.8643 -2.0997 0.0 0.1 -0.1
H 0.6412 -2.5425 -1.7212 -0.1 0.0 0.2
H 0.0845 -2.8448 -0.0608 0.1 0.1 0.0
H 3.4674 0.8013 -1.5238 -0.2 -0.1 0.0
H 4.7588 -1.7610 -1.4720 0.0 -0.1 0.0
H 5.6975 -0.2757 -1.2987 0.1 0.1 -0.1
H 5.8605 -1.5637 -0.1028 0.1 -0.1 0.1
H 5.0974 1.4190 0.3963 0.1 0.1 -0.1
H 5.3013 0.2377 1.6909 0.2 -0.1 0.1
H 3.7862 1.1446 1.5403 0.0 0.0 0.0
H 3.7583 -1.6100 1.8681 0.1 0.0 0.0
H 3.3875 -2.4801 0.3739 0.0 -0.1 0.0
H 1.7365 -0.1465 1.4078 0.0 -0.1 0.0
H 1.4882 -1.9068 2.9921 0.1 0.0 0.1
H 1.3365 -3.1521 1.7563 0.0 -0.1 0.0
H 0.0450 -1.9582 1.9797 0.0 -0.1 0.0
H -5.3373 -1.8210 0.2221 0.0 0.0 0.0
H -4.0532 -1.9016 1.4522 -0.2 0.0 -0.1
H -4.4138 0.3510 2.0467 -0.1 0.0 0.0
H -5.8587 0.2943 1.0470 0.1 0.0 0.1
H -2.7705 2.3746 -1.7290 -0.1 0.0 -0.1
H -0.4754 3.0247 -1.5924 0.1 0.0 -0.1

=====

3.
61
Properties=species:S:1:pos:R:3:forces:R:3 method="wB97M-V/def2-TZVPD" total_charge=0 multiplicity=1 e_homo_ha=-0.297 gap_ha=0.322
C -2.4221 -3.9938 -0.5914 -0.5 -0.2 -0.1
O -1.0146 -3.9773 -0.5077 0.4 0.2 0.2
C -0.3298 -2.8275 -0.2561 0.2 0.0 -0.1
C 1.0421 -2.9298 -0.4759 -0.2 0.0 0.1
C 1.9025 -1.8749 -0.2534 -0.1 0.2 0.1
C 1.3908 -0.6653 0.1966 -0.3 -0.2 -0.1
C 2.2178 0.5502 0.4384 0.1 -0.2 0.1
O 1.7682 1.6768 0.3293 -0.2 0.2 0.0
N 3.4914 0.3066 0.8244 0.2 -0.1 0.1
C 4.4701 1.3605 1.0138 0.1 0.0 0.0
C 5.6691 1.1365 0.1554 0.3 -0.1 0.2
C 5.8741 1.5852 -1.1602 0.2 -0.2 0.3
N 7.0331 1.1692 -1.6278 0.2 0.3 -0.8
N 7.5901 0.4540 -0.6529 -0.5 0.0 0.3
C 8.8795 -0.1431 -0.8362 0.4 -0.2 0.0
C 6.8053 0.3978 0.4482 -0.3 0.2 0.0
C 7.2083 -0.3455 1.6692 0.1 0.0 -0.1
C 0.0204 -0.5460 0.4027 0.1 0.0 0.0
C -0.8570 -1.6006 0.1998 0.0 -0.1 -0.1
O -2.1998 -1.5288 0.4422 0.2 -0.2 0.0
C -2.8137 -0.2812 0.7396 -0.4 0.2 -0.1
C -2.9270 0.6129 -0.4955 0.1 0.0 0.2
C -3.7367 1.8745 -0.1515 0.1 0.0 -0.1
N -5.0328 1.6194 0.4312 0.0 0.0 0.2
C -6.1912 1.5317 -0.4391 -0.1 0.2 -0.2
C -6.0819 0.5773 -1.6366 -0.1 0.1 0.3
C -6.5599 2.9358 -0.9312 -0.1 -0.3 0.2
C -4.9490 0.7214 1.5551 0.0 -0.2 0.0
C -4.2137 -0.5953 1.2626 0.3 0.2 0.1
H -2.6733 -5.0027 -0.9199 0.0 0.1 0.0
H -2.7890 -3.2721 -1.3247 0.0 0.0 0.0
H -2.8900 -3.7964 0.3747 0.0 0.0 -0.1
H 1.4106 -3.8772 -0.8368 0.0 -0.1 -0.1
H 2.9526 -1.9958 -0.4740 0.1 0.0 0.0
H 3.8123 -0.6436 0.9119 -0.1 0.1 0.0
H 4.7589 1.4071 2.0715 -0.1 0.1 -0.1
H 3.9702 2.2929 0.7409 0.1 -0.1 0.2
H 5.2246 2.1882 -1.7617 -0.1 0.2 -0.2
H 8.8252 -1.2277 -0.7197 0.0 0.0 0.0
H 9.2100 0.0968 -1.8443 0.0 0.0 0.1
H 9.5975 0.2543 -0.1154 0.0 0.0 0.0
H 6.4587 -0.2220 2.4460 0.0 0.0 0.1
H 7.3168 -1.4100 1.4567 0.0 -0.1 0.1
H 8.1637 0.0202 2.0460 0.0 0.0 0.1
H -0.3332 0.4150 0.7394 -0.1 0.1 0.0
H -2.2523 0.2364 1.5306 0.0 -0.1 -0.1
H -3.4153 0.0432 -1.2869 0.0 0.0 0.0
H -1.9379 0.9055 -0.8507 0.0 0.0 -0.1
H -3.8595 2.4856 -1.0450 0.1 0.1 0.0
H -3.1596 2.4597 0.5762 0.1 0.1 -0.1
H -7.0129 1.1803 0.1965 0.1 0.0 0.0
H -5.3181 0.9150 -2.3327 0.1 0.0 -0.1
H -7.0329 0.5518 -2.1642 -0.1 0.0 -0.1
H -5.8475 -0.4340 -1.3141 0.0 -0.1 0.0
H -7.5370 2.9208 -1.4070 -0.1 0.0 -0.1
H -5.8347 3.3012 -1.6536 0.1 0.1 -0.1
H -6.5870 3.6240 -0.0912 0.0 0.1 0.1
H -5.9558 0.5103 1.9204 0.0 0.1 0.1
H -4.4044 1.2450 2.3522 -0.1 -0.1 0.1
H -4.1437 -1.1937 2.1721 0.0 -0.1 0.0
H -4.7507 -1.1787 0.5138 0.0 0.0 0.0

=====

4.
65
Properties=species:S:1:pos:R:3:forces:R:3 method="wB97M-V/def2-TZVPD" total_charge=+3 multiplicity=1 e_homo_ha="-0.569 / -0.569" gap_ha="0.187 / 0.187"
Os -0.1424 -0.1686 -1.1210 1.6 1.3 0.2
C -3.4738 2.3485 -0.0734 0.1 0.1 0.1
C -2.0649 1.8320 -0.0351 0.0 0.0 0.3
N -1.4545 1.4139 -1.0976 -0.1 0.0 -0.2
N -2.0510 1.7420 -2.3055 0.1 -0.2 -0.1
C -1.5727 1.2625 -3.4845 0.2 0.0 0.1
N -2.0785 1.7717 -4.5899 -0.1 0.0 0.0
S -0.3785 0.0497 -3.5327 -0.3 -0.2 0.0
C -1.2947 1.9422 1.2346 -0.1 -0.4 -0.1
C -1.6690 2.9324 2.1023 0.0 0.2 0.1
C -0.8524 3.2942 3.1790 -0.1 0.0 -0.1
C 0.3589 2.6754 3.3248 0.1 0.0 0.0
C 0.7068 1.6222 2.4756 0.0 0.1 0.0
N -0.1601 1.2008 1.5161 0.1 -0.1 0.0
H -3.5347 3.4216 -0.2824 0.0 0.0 0.0
H -3.9590 2.1789 0.8852 0.0 0.0 0.0
H -4.0511 1.8101 -0.8246 0.0 0.0 0.0
H -2.7526 2.4676 -2.2939 0.0 0.1 0.0
H -2.7656 2.5117 -4.6006 0.0 0.0 0.0
H -1.7931 1.3983 -5.4839 0.0 0.0 0.0
H -2.5846 3.4751 1.9224 0.0 0.0 0.0
H -1.1543 4.0821 3.8573 0.0 0.0 0.0
H 1.0641 2.9784 4.0845 0.0 -0.1 0.0
H 2.0859 0.1700 1.8174 0.0 0.0 0.0
C 3.0729 4.2791 2.5128 0.4 -0.1 -0.1
N 3.2819 3.0361 3.2343 -0.8 0.0 0.5
C 4.0559 3.0987 4.4694 0.3 0.0 -0.3
C 3.2778 1.8277 2.4788 0.2 0.2 0.1
C 2.0138 0.9137 2.6235 0.1 -0.1 -0.1
C 1.8829 0.1815 3.9137 -0.1 0.0 0.0
C 1.0469 -0.8709 4.0564 0.0 0.0 0.1
C 0.3987 -1.5462 2.9812 0.0 0.0 -0.1
C 0.1858 -1.2557 1.6438 -0.3 0.1 0.3
C 0.0107 -0.0972 0.8494 0.1 -0.3 -0.4
H 3.9420 4.5810 1.9137 0.0 0.0 0.0
H 2.8677 5.0870 3.2148 -0.1 0.0 0.0
H 2.2218 4.1897 1.8316 0.0 0.0 0.0
H 3.7238 3.9415 5.0741 -0.1 0.0 0.0
H 5.1317 3.2247 4.2970 0.0 0.0 0.0
H 3.9291 2.1888 5.0559 -0.1 0.0 0.0
H 4.1255 1.1925 2.7587 0.0 0.0 -0.1
H 3.3769 2.0559 1.4134 0.1 -0.1 0.0
H 2.4580 0.5190 4.7706 0.0 0.0 0.0
H 0.9859 -1.3577 5.0221 0.0 0.0 0.0
H 0.1172 -2.5634 3.2416 0.0 0.0 0.0
H -0.0208 -2.1466 1.0619 0.0 0.0 -0.1
N 0.7879 -1.9775 -1.3668 0.1 -0.1 -0.3
C 1.2270 -2.9255 -1.8843 0.1 -0.1 0.3
N 1.7028 -4.0035 -2.3972 -0.1 -0.1 -0.1
C 1.1404 -4.5603 -3.6605 0.1 0.0 -0.1
C 1.0996 -6.0770 -3.5650 0.0 0.0 0.1
O 2.3536 -6.5927 -3.1748 0.0 0.1 0.0
C 2.7282 -6.1582 -1.8877 -0.1 0.0 0.0
C 2.9342 -4.6550 -1.8762 0.0 0.0 -0.1
H 1.7863 -4.2602 -4.4866 0.0 0.1 0.0
H 0.1406 -4.1584 -3.8154 0.0 0.1 0.0
H 0.8818 -6.4799 -4.5517 0.0 0.0 0.0
H 0.3155 -6.3962 -2.8686 0.0 0.0 0.0
H 3.6681 -6.6468 -1.6398 0.0 0.0 0.0
H 1.9716 -6.4432 -1.1463 0.0 0.0 0.0
H 3.7654 -4.3961 -2.5334 0.0 0.1 0.0
H 3.1374 -4.2960 -0.8689 0.0 0.1 0.0
O 1.9259 0.8655 -1.2018 -1.4 -0.5 0.0
H 2.6279 0.1971 -1.1909 -0.1 -0.1 0.0
H 2.0202 1.3291 -2.0494 0.0 0.0 0.0